Arrangement one

# C2H11NO3

A 4-piece molecular cluster, C2H11NO3 overall (ωB97M-V/def2-TZVPD, OMol25).

Calculated values
HOMO level   -9.4106 eV
Gap between HOMO and LUMO   4.2 eV
Total charge   0

CARTESIAN COORDINATES (ANGSTROEM)
C (1.521, -1.174, -0.376)
C (0.317, -0.230, -0.328)
N (-0.600, -0.635, 0.717)
H (1.809, -1.286, 0.694)
H (1.211, -2.173, -0.705)
H (2.430, -0.905, -0.904)
H (-0.263, -0.289, -1.233)
H (0.714, 0.769, -0.028)
H (-3.171, 0.737, -1.410)
H (-1.343, 0.045, 0.894)
O (-2.606, 0.769, -0.638)
H (-1.789, 1.305, -0.939)
H (-0.318, 2.818, -1.821)
O (-0.490, 1.918, -1.496)
H (-0.087, -0.745, 1.629)
H (1.470, -0.527, 3.434)
O (1.197, -0.396, 2.510)

Arrangement two

# C2H11NO3

C2H11NO3 as an isolated structure (ωB97M-V/def2-TZVPD, OMol25).

Calculated values
HOMO level   -8.1918 eV
Gap between HOMO and LUMO   4.7 eV
Total charge   0

CARTESIAN COORDINATES (ANGSTROEM)
C (0.440, 0.127, -1.454)
N (-0.872, -0.332, -1.208)
C (-1.089, -1.480, -0.333)
O (-1.421, 1.484, 0.684)
H (0.521, 1.165, -1.791)
H (1.038, 0.070, -0.479)
H (0.933, -0.568, -2.130)
H (-1.420, 0.463, -0.770)
H (-0.269, -2.186, -0.421)
H (-2.020, -1.973, -0.580)
H (-1.070, -1.133, 0.694)
H (-1.758, 1.992, 1.431)
H (1.269, 0.141, 1.247)
O (0.802, 0.723, 1.868)
H (0.005, 1.036, 1.420)
H (2.799, -0.267, -0.209)
O (1.886, -0.552, -0.055)

Most stable = arrangement two

Arrangement one

# C5H15N3

An isolated molecule of C5H15N3 (ωB97M-V/def2-TZVPD, OMol25).

Calculated values
HOMO level   -8.7411 eV
Gap between HOMO and LUMO   9.8 eV
Total charge   0
SMILES   CNC[C@H](N)CCN

CARTESIAN COORDINATES (ANGSTROEM)
C (-0.484, -0.288, 1.004)
N (-1.635, 0.272, 0.263)
C (-2.697, 0.751, 1.128)
C (0.328, -1.173, 0.071)
C (0.947, -0.653, -1.242)
C (1.747, 0.641, -1.033)
N (1.218, 1.905, -1.564)
N (1.353, -1.948, 0.850)
H (0.186, 0.530, 1.324)
H (-0.848, -0.807, 1.885)
H (-1.308, 0.919, -0.430)
H (-2.867, 0.018, 1.906)
H (-2.670, 1.773, 1.521)
H (-3.635, 0.739, 0.555)
H (-0.384, -1.941, -0.259)
H (0.142, -0.559, -1.967)
H (1.670, -1.431, -1.468)
H (2.706, 0.583, -1.530)
H (1.980, 0.767, 0.023)
H (1.304, 1.937, -2.568)
H (0.258, 1.978, -1.250)
H (0.855, -2.694, 1.308)
H (1.832, -1.320, 1.471)

Arrangement two

# C5H15N3

A 3-piece molecular cluster, C5H15N3 overall (ωB97M-V/def2-TZVPD, OMol25).

Calculated values
HOMO level (spin up / spin down)   -5.8995 / -5.9227 eV
Gap between HOMO and LUMO (spin up / spin down)   6.8 / 6.8 eV
Total charge   0

CARTESIAN COORDINATES (ANGSTROEM)
C (-0.337, -0.064, 0.896)
C (-0.317, -0.248, -0.482)
C (1.802, -0.639, 0.367)
C (-0.725, -1.549, -1.109)
C (2.494, 0.692, 0.430)
N (-2.112, 0.938, -0.439)
N (-1.788, 2.202, -0.979)
N (-0.925, -0.907, 1.770)
H (-2.601, 0.444, -1.186)
H (-0.096, 0.920, 1.280)
H (0.173, 0.510, -1.079)
H (-1.552, 2.834, -0.222)
H (-0.997, 2.187, -1.638)
H (-1.340, -1.765, 1.445)
H (-1.106, -0.587, 2.706)
H (2.026, -1.222, -0.524)
H (1.887, -1.265, 1.251)
H (-0.598, -1.520, -2.190)
H (-1.777, -1.759, -0.897)
H (-0.139, -2.389, -0.723)
H (3.548, 0.646, 0.134)
H (2.459, 1.117, 1.436)
H (2.020, 1.424, -0.245)

Arrangement three

# C5H15N3

A 2-piece molecular cluster, C5H15N3 overall (ωB97M-V/def2-TZVPD, OMol25).

Calculated values
HOMO level   -8.4100 eV
Gap between HOMO and LUMO   9.4 eV
Total charge   0
SMILES   C[C@H](N)CN.C=CN

CARTESIAN COORDINATES (ANGSTROEM)
C (0.233, -0.838, -2.167)
C (-0.852, -0.062, -2.275)
N (0.212, -2.149, -1.721)
H (1.008, -2.717, -1.959)
H (-0.670, -2.628, -1.836)
H (1.218, -0.460, -2.412)
H (0.702, -0.129, -0.070)
H (-0.771, 0.933, -2.674)
H (-1.847, -0.469, -2.168)
H (-1.493, 0.496, 0.197)
C (0.241, -1.136, 1.770)
C (0.476, 0.148, 0.981)
N (1.651, 0.833, 1.495)
N (-0.482, 2.368, 0.531)
C (-0.788, 1.010, 0.944)
H (1.788, 1.697, 0.973)
H (1.491, 1.108, 2.456)
H (-1.322, 2.935, 0.528)
H (-0.124, 2.347, -0.427)
H (-1.234, 1.070, 1.944)
H (-0.004, -0.907, 2.806)
H (-0.574, -1.707, 1.333)
H (1.141, -1.744, 1.752)

Most stable = arrangement three

Arrangement one

# C5H15N3

An isolated molecule of C5H15N3 (ωB97M-V/def2-TZVPD, OMol25).

Calculated values
HOMO level   -8.2936 eV
Gap between HOMO and LUMO   9.4 eV
Total charge   0
SMILES   CN[C@@H](C)CNCN

CARTESIAN COORDINATES (ANGSTROEM)
C (1.217, 0.231, 0.230)
N (1.259, -0.066, -1.204)
C (0.736, 0.955, -2.061)
N (-0.645, 0.690, -2.455)
C (-0.159, 0.177, 0.957)
C (-0.167, 1.162, 2.137)
N (-0.379, -1.178, 1.472)
C (-1.359, -2.011, 0.802)
H (1.934, -0.404, 0.753)
H (1.666, 1.214, 0.339)
H (0.744, -0.923, -1.393)
H (1.293, 0.980, -2.998)
H (0.855, 1.922, -1.571)
H (-1.211, 0.378, -1.675)
H (-1.079, 1.471, -2.928)
H (-0.962, 0.405, 0.251)
H (0.595, 1.937, 2.059)
H (-1.124, 1.659, 2.270)
H (0.072, 0.651, 3.065)
H (-0.420, -1.237, 2.474)
H (-1.990, -2.583, 1.487)
H (-0.892, -2.701, 0.082)
H (-2.069, -1.413, 0.218)

Arrangement two

# C5H15N3

A 3-piece molecular cluster, C5H15N3 overall (ωB97M-V/def2-TZVPD, OMol25).

Calculated values
HOMO level   -7.7536 eV
Gap between HOMO and LUMO   8.3 eV
Total charge   0
SMILES   [H]/N=C/C.C=N.CCN

CARTESIAN COORDINATES (ANGSTROEM)
C (-1.298, 0.088, -0.923)
C (-1.197, -1.361, -1.376)
C (1.548, 1.650, 0.499)
C (1.619, 0.195, 0.169)
N (-0.656, 1.023, -1.793)
N (2.110, -0.199, -0.924)
H (-2.350, 0.380, -0.850)
H (0.300, 0.766, -2.020)
H (-1.236, 1.445, -2.509)
H (2.121, -1.211, -1.044)
H (-1.690, -1.508, -2.339)
H (-1.673, -2.015, -0.647)
H (-0.155, -1.661, -1.471)
H (0.595, 2.062, 0.176)
H (1.605, 1.810, 1.575)
H (2.335, 2.197, -0.021)
C (-0.153, -0.969, 2.391)
N (-1.088, -0.183, 1.962)
H (-1.221, 0.658, 2.518)
H (-1.148, 0.064, 0.369)
H (1.281, -0.494, 0.999)
H (0.488, -0.756, 3.249)
H (-0.137, -1.984, 2.009)

Most stable = arrangement one

Arrangement one

# C3H5N2

C3H5N2 as an isolated structure (ωB97M-V/def2-TZVPD, OMol25).

Calculated values
HOMO level   -15.4184 eV
Gap between HOMO and LUMO   9.4 eV
Total charge   +1

CARTESIAN COORDINATES (ANGSTROEM)
C (-1.087, -0.783, -0.117)
C (0.062, -1.305, 0.003)
C (-0.498, 1.182, 0.050)
N (-1.553, 0.380, -0.062)
N (0.712, 0.721, -0.153)
H (0.356, -1.366, 0.965)
H (0.354, -2.082, -0.590)
H (-0.782, 2.215, 0.423)
H (0.849, -0.214, -0.401)
H (1.587, 1.253, -0.118)

Arrangement two

# C3H5N2

An isolated ion of composition C3H5N2 and charge +1 (ωB97M-V/def2-TZVPD, OMol25).

Calculated values
HOMO level (spin up / spin down)   -14.3134 / -14.3137 eV
Gap between HOMO and LUMO (spin up / spin down)   8.1 / 8.1 eV
Total charge   +1

CARTESIAN COORDINATES (ANGSTROEM)
C (0.327, -1.364, 0.041)
C (-1.323, 0.441, -0.038)
C (1.036, 0.886, 0.079)
N (1.354, -0.311, -0.040)
N (-0.893, -0.869, 0.042)
H (-1.534, 0.913, 0.977)
H (-1.368, 1.012, -1.017)
H (1.657, 1.767, 0.012)
H (2.315, -0.827, -0.288)
H (-1.570, -1.649, 0.231)

Most stable = arrangement one

Arrangement one

# C7H8O2

An isolated molecule of C7H8O2 (ωB97M-V/def2-TZVPD, OMol25).

Calculated values
HOMO level   -8.7901 eV
Gap between HOMO and LUMO   9.4 eV
Total charge   0
SMILES   CC(=O)c1ccc(C)o1

CARTESIAN COORDINATES (ANGSTROEM)
C (-3.169, 0.318, 0.054)
C (-1.945, -0.599, -0.040)
C (-0.541, 0.047, -0.019)
C (0.036, 1.310, -0.016)
C (1.476, 1.121, 0.000)
C (1.642, -0.230, 0.016)
C (2.888, -1.108, -0.007)
H (-4.034, -0.312, 0.034)
H (-3.106, 1.012, 0.939)
H (-3.120, 0.946, -0.885)
H (-0.483, 2.251, -0.149)
H (2.237, 1.915, 0.039)
H (3.244, -1.341, 0.994)
H (2.713, -2.112, -0.493)
H (3.707, -0.518, -0.485)
O (-2.006, -1.825, -0.022)
O (0.460, -0.875, 0.039)

Arrangement two

# C7H8O2

An isolated molecule of C7H8O2 (ωB97M-V/def2-TZVPD, OMol25).

Calculated values
HOMO level (spin up / spin down)   -7.5501 / -7.3176 eV
Gap between HOMO and LUMO (spin up / spin down)   7.9 / 7.0 eV
Total charge   0

CARTESIAN COORDINATES (ANGSTROEM)
C (-2.162, -1.668, -0.871)
C (-1.057, -1.114, -0.833)
C (0.032, 0.267, 2.033)
C (0.359, 0.976, -0.801)
C (-0.292, 1.846, 0.275)
C (0.124, -0.472, -0.520)
C (1.302, -1.323, -0.212)
O (0.209, -0.395, 2.966)
O (-0.070, 1.472, 1.725)
H (-2.999, -2.248, -1.073)
H (-0.228, 1.390, -1.753)
H (1.425, 1.356, -1.016)
H (-0.050, 2.881, 0.196)
H (-1.321, 1.662, 0.139)
H (2.265, -0.985, -0.697)
H (1.014, -2.302, -0.435)
H (1.450, -1.343, 0.876)

Most stable = arrangement one

Arrangement one

# C2H3N2OP

A 2-piece molecular cluster, C2H3N2OP overall (ωB97M-V/def2-TZVPD, OMol25).

Calculated values
HOMO level (spin up / spin down)   -10.5427 / -8.7584 eV
Gap between HOMO and LUMO (spin up / spin down)   8.7 / 8.5 eV
Total charge   0

CARTESIAN COORDINATES (ANGSTROEM)
C (2.256, 1.005, 0.116)
C (0.210, 0.599, -0.287)
N (2.208, 0.313, -0.982)
N (0.959, 0.050, -1.236)
O (0.980, 1.265, 0.597)
P (-1.581, 0.840, -0.301)
H (3.148, 1.479, 0.755)
H (-4.014, -0.776, 0.654)
H (-1.530, 0.190, -1.416)

Arrangement two

# C2H3N2OP

C2H3N2OP as an isolated structure (ωB97M-V/def2-TZVPD, OMol25).

Calculated values
HOMO level (spin up / spin down)   -8.3299 / -8.3337 eV
Gap between HOMO and LUMO (spin up / spin down)   6.5 / 6.5 eV
Total charge   0

CARTESIAN COORDINATES (ANGSTROEM)
C (-1.543, -0.806, 0.092)
C (2.170, 0.171, 0.458)
N (-1.885, 0.460, -0.106)
N (-0.889, 1.310, -0.146)
O (-0.239, -1.029, 0.018)
P (0.535, 0.468, 0.003)
H (-2.308, -1.552, 0.506)
H (2.914, 0.951, 0.264)
H (1.246, 0.027, -1.087)

Most stable = arrangement one

Arrangement one

# CH20O9

CH20O9 as an isolated structure (ωB97M-V/def2-TZVPD, OMol25).

Calculated values
HOMO level   -8.8861 eV
Gap between HOMO and LUMO   9.0 eV
Total charge   0

CARTESIAN COORDINATES (ANGSTROEM)
O (0.120, -0.294, -0.718)
H (0.679, -1.020, -0.434)
H (-0.797, -0.578, -0.739)
H (0.157, 0.445, -0.107)
C (-1.130, 1.556, 0.968)
O (0.218, 1.313, 0.674)
H (-1.592, 2.300, 0.319)
H (-1.757, 0.665, 1.018)
H (-1.194, 2.024, 1.950)
O (-1.835, -0.774, -0.764)
H (-2.318, -0.960, 0.042)
H (-2.484, -0.875, -1.461)
O (0.861, -2.096, 0.202)
H (1.465, -2.634, -0.310)
H (1.400, -1.731, 0.904)
O (0.421, -0.750, 1.977)
H (-0.138, -0.927, 2.734)
H (-0.027, -0.046, 1.507)
O (-0.048, 1.099, -2.794)
H (0.331, 1.544, -2.036)
H (-0.978, 1.325, -2.764)
O (1.240, 2.685, -0.664)
H (1.428, 3.572, -0.359)
H (0.603, 2.344, -0.035)
O (2.327, -0.208, -0.818)
H (2.740, 0.533, -0.374)
H (2.631, -0.145, -1.723)
O (-1.021, -2.681, 1.551)
H (-0.959, -3.535, 1.123)
H (-0.342, -2.153, 1.132)

Arrangement two

# CH20O9

A 9-piece molecular cluster, CH20O9 overall (ωB97M-V/def2-TZVPD, OMol25).

Calculated values
HOMO level   -8.9538 eV
Gap between HOMO and LUMO   7.8 eV
Total charge   0

CARTESIAN COORDINATES (ANGSTROEM)
O (-12.651, 10.861, -10.411)
H (-13.561, 10.586, -10.230)
H (-12.271, 10.377, -11.194)
H (-12.442, 11.852, -10.553)
C (-9.976, 12.522, -11.527)
O (-11.270, 12.944, -11.188)
H (-9.668, 11.633, -10.964)
H (-10.001, 12.239, -12.605)
H (-9.186, 13.285, -11.530)
O (-11.288, 9.515, -12.364)
H (-12.095, 9.275, -12.839)
H (-10.672, 9.788, -13.059)
O (-7.602, 16.115, -11.135)
H (-7.385, 15.377, -11.710)
H (-8.547, 15.986, -10.916)
O (-12.362, 14.170, -13.371)
H (-12.198, 13.569, -14.101)
H (-11.936, 13.745, -12.585)
O (-10.176, 15.823, -10.327)
H (-10.613, 16.681, -10.356)
H (-10.847, 15.191, -10.625)
O (-9.213, 15.349, -13.703)
H (-9.748, 16.115, -13.477)
H (-9.709, 14.602, -13.353)
O (-9.462, 8.757, -10.406)
H (-8.766, 8.173, -10.723)
H (-9.999, 8.959, -11.185)
O (-10.787, 13.438, -8.330)
H (-11.442, 14.118, -8.154)
H (-11.038, 13.083, -9.200)

Most stable = arrangement two

Arrangement one

# C3H11NO3

A 3-piece molecular cluster, C3H11NO3 overall (ωB97M-V/def2-TZVPD, OMol25).

Calculated values
Expectation value of S²   0.7563
HOMO level (spin up / spin down)   -13.3851 / -13.3851 eV
Gap between HOMO and LUMO (spin up / spin down)   9.1 / 5.5 eV
Total charge   +1
2S+1   2

CARTESIAN COORDINATES (ANGSTROEM)
C (-1.697, -2.724, 0.856)
N (-1.466, -1.638, -0.250)
C (-0.080, -1.375, -0.612)
C (0.212, 0.142, -0.534)
O (-0.095, 0.768, -1.555)
H (-1.342, -3.749, 0.556)
H (-1.257, -2.218, 1.712)
H (-2.758, -2.713, 1.004)
H (-2.199, -1.076, -0.733)
H (-0.031, -1.564, -1.708)
H (0.608, -2.194, -0.241)
H (0.613, 0.601, 0.430)
H (-1.057, 6.483, 0.455)
H (-0.638, 7.107, 1.561)
O (-0.228, 6.827, 0.748)
H (3.231, -3.328, 1.212)
H (2.710, -2.056, 1.287)
O (3.045, -2.606, 0.551)

Arrangement two

# C3H11NO3

A 2-piece molecular cluster, C3H11NO3 overall (ωB97M-V/def2-TZVPD, OMol25).

Calculated values
Expectation value of S²   0.7547
HOMO level (spin up / spin down)   -15.3041 / -15.2754 eV
Gap between HOMO and LUMO (spin up / spin down)   11.8 / 6.5 eV
Total charge   +1
2S+1   2

CARTESIAN COORDINATES (ANGSTROEM)
C (-1.020, -1.002, -0.011)
O (-2.335, -0.558, 0.338)
C (-0.230, 0.096, -0.696)
C (1.215, -0.383, -1.029)
O (1.083, -1.072, -2.230)
N (-0.272, 1.255, 0.139)
H (-1.044, -1.913, -0.589)
H (-0.539, -1.216, 0.944)
H (-2.738, -0.125, -0.426)
H (-0.632, 0.380, -1.686)
H (1.896, 0.474, -1.132)
H (1.629, -0.963, -0.214)
H (1.968, -1.260, -2.570)
H (-0.804, 1.155, 1.012)
H (-0.315, 2.154, -0.355)
H (2.138, 1.278, 3.343)
H (1.323, 0.852, 2.164)
O (1.236, 1.334, 3.001)

Most stable = arrangement two